# 1
This record from the Open Molecules 2025 dataset describes a cluster of 6 separate species, C35H80N4O5 in total at a distorted geometry. The level of theory is ωB97M-V with the def2-TZVPD basis set.

CARTESIAN COORDINATES (ANGSTROEM)
C 0.66 4.07 -4.91
C -0.38 2.87 -4.90
C -1.64 3.35 -4.07
C -0.93 2.56 -6.35
C 0.14 1.90 -7.26
C 0.55 0.56 -6.51
C 1.10 0.70 -5.05
C 1.04 -0.66 -4.35
C 2.53 1.22 -5.07
N 0.20 1.65 -4.33
O 0.50 1.73 -2.97
H 0.63 4.64 -3.98
H 1.68 3.77 -5.15
H 0.33 4.88 -5.56
H -2.05 4.27 -4.49
H -2.37 2.53 -4.07
H -1.33 3.58 -3.06
H -1.76 1.86 -6.27
H -1.28 3.50 -6.79
H -0.46 1.66 -8.14
H 1.03 2.49 -7.49
H 1.40 0.20 -7.08
H -0.28 -0.14 -6.62
H 1.46 -1.41 -5.02
H 0.02 -1.00 -4.16
H 1.57 -0.68 -3.40
H 3.24 0.40 -5.22
H 2.81 1.67 -4.12
H 2.76 2.03 -5.76
H 0.20 0.89 -2.61
C 1.11 -3.30 4.98
C -0.24 -3.90 4.50
C -1.32 -3.88 5.65
C -0.82 -2.94 3.42
C -0.06 -3.09 2.03
C -0.22 -4.55 1.59
C 0.39 -5.59 2.56
C -0.07 -6.96 2.08
C 1.98 -5.53 2.54
N -0.17 -5.33 3.89
O 0.13 -6.25 4.84
H 0.92 -2.27 5.29
H 1.51 -3.83 5.84
H 1.87 -3.26 4.20
H -1.35 -2.98 6.26
H -2.30 -4.22 5.33
H -1.08 -4.58 6.45
H -1.90 -2.95 3.25
H -0.73 -1.88 3.68
H -0.54 -2.53 1.22
H 0.94 -2.64 2.09
H 0.34 -4.64 0.67
H -1.24 -4.79 1.27
H 0.22 -7.06 1.03
H -1.14 -7.14 2.03
H 0.37 -7.78 2.65
H 2.43 -4.54 2.64
H 2.31 -6.11 1.69
H 2.51 -6.06 3.33
H -0.74 -6.56 5.08
C 3.86 4.17 4.20
C 2.78 5.27 4.01
C 2.76 6.17 5.33
C 3.15 6.26 2.86
C 2.80 5.75 1.44
C 1.32 5.36 1.36
C 0.84 4.43 2.51
C -0.71 4.55 2.55
C 1.24 3.01 2.16
N 1.39 4.85 3.83
O 0.89 4.08 4.87
H 4.78 4.53 4.66
H 3.48 3.40 4.87
H 4.06 3.68 3.25
H 3.78 6.49 5.53
H 2.10 7.02 5.13
H 2.43 5.65 6.22
H 2.60 7.18 3.04
H 4.22 6.49 2.90
H 3.05 6.48 0.67
H 3.41 4.87 1.29
H 1.15 5.04 0.33
H 0.71 6.25 1.53
H -1.11 4.48 1.54
H -1.03 5.51 2.96
H -1.18 3.84 3.23
H 2.32 3.03 2.02
H 0.81 2.69 1.21
H 0.92 2.34 2.95
H 0.36 4.72 5.35
C -2.90 -4.61 -1.26
C -3.29 -3.30 -0.46
N -3.16 -2.01 -1.22
C -3.49 -2.04 -2.68
C -3.06 -0.73 -3.39
C -3.96 -0.88 -0.66
C -3.95 -0.90 0.93
H -1.92 -4.60 -1.72
H -3.65 -4.92 -1.98
H -2.83 -5.43 -0.54
H -4.33 -3.56 -0.25
H -2.74 -3.33 0.47
H -2.94 -2.87 -3.11
H -4.52 -2.29 -2.91
H -2.00 -0.51 -3.25
H -3.24 -0.88 -4.46
H -3.67 0.08 -3.01
H -4.96 -0.84 -1.07
H -3.36 0.00 -0.91
H -2.97 -1.09 1.37
H -4.61 -1.71 1.26
H -4.29 0.03 1.38
C 1.45 -3.39 -2.10
O 1.89 -2.24 -1.37
H 0.43 -3.21 -2.43
H 2.06 -3.69 -2.95
H 1.42 -4.23 -1.41
H 1.12 -1.66 -1.37
C -0.57 0.09 -0.09
O -0.45 -0.83 -1.18
H 0.38 0.30 0.40
H -1.00 1.04 -0.43
H -1.14 -0.34 0.74
H -1.36 -1.03 -1.42

The HOMO-LUMO gap is 8.18 eV. Its SMILES is CC1(C)CCCC(C)(C)N1O.CC1(C)CCCC(C)(C)N1O.CC1(C)CCCC(C)(C)N1O.CCN(CC)CC.CO.CO. The molecular weight is 637.05 g mol⁻¹. For the total energy, the calculation gives -53784.2367 eV.

=====

# 2
This record from the Open Molecules 2025 dataset describes a cluster of 10 separate species, C35H84Cl6O23P3 in total at a distorted geometry. The level of theory is ωB97M-V with the def2-TZVPD basis set.

CARTESIAN COORDINATES (ANGSTROEM)
C -29.78 17.70 12.91
C -30.13 18.41 11.59
O -30.56 19.60 11.56
O -29.88 17.76 10.54
H -28.84 17.14 12.94
H -30.58 17.00 13.12
H -29.79 18.39 13.76
Cl -32.33 19.28 16.13
C -32.44 19.82 14.41
C -31.46 20.93 14.02
Cl -31.52 22.31 15.19
H -33.45 20.20 14.25
H -32.39 18.91 13.81
H -31.64 21.35 13.03
H -30.46 20.48 14.08
Cl -30.35 14.86 6.02
C -29.83 15.58 7.56
C -29.06 16.84 7.26
Cl -27.44 16.53 6.59
H -29.19 14.84 8.03
H -30.71 15.68 8.20
H -28.93 17.31 8.23
H -29.63 17.55 6.66
Cl -34.99 20.40 9.37
C -33.83 19.66 10.53
C -33.77 18.12 10.32
Cl -35.28 17.32 10.80
H -34.12 19.86 11.56
H -32.89 20.19 10.38
H -32.97 17.70 10.93
H -33.46 17.79 9.32
C -25.05 19.51 18.63
O -25.63 18.90 17.44
P -26.56 19.88 16.44
O -25.81 21.06 15.99
O -27.06 18.79 15.33
C -27.59 17.54 15.74
O -27.84 20.16 17.42
C -28.84 21.06 16.91
H -25.16 20.59 18.70
H -24.03 19.16 18.77
H -25.74 19.06 19.35
H -27.70 17.42 16.82
H -27.05 16.64 15.45
H -28.58 17.39 15.30
H -29.82 21.04 17.39
H -29.08 20.63 15.93
H -28.47 22.06 16.70
C -34.25 21.19 5.44
O -33.73 20.09 6.16
P -32.22 19.48 5.81
O -31.92 19.49 4.35
O -31.20 20.39 6.77
C -31.38 20.51 8.15
O -32.14 18.04 6.51
C -33.24 17.17 6.50
H -35.30 21.49 5.50
H -34.04 21.07 4.37
H -33.72 22.07 5.81
H -32.43 20.57 8.44
H -30.94 21.41 8.58
H -30.87 19.67 8.63
H -34.16 17.61 6.10
H -33.46 16.80 7.50
H -32.95 16.34 5.86
C -25.28 16.93 13.19
O -25.88 15.66 13.08
P -25.55 14.63 11.88
O -26.30 13.36 12.05
O -23.93 14.49 11.84
C -23.36 13.71 10.79
O -25.82 15.43 10.51
C -27.17 15.79 10.18
H -24.60 16.99 14.04
H -26.06 17.69 13.23
H -24.66 17.18 12.33
H -23.60 12.66 10.97
H -22.27 13.77 10.78
H -23.72 13.91 9.78
H -27.47 15.08 9.41
H -27.30 16.76 9.70
H -27.89 15.75 10.99
C -29.12 10.43 13.71
O -29.51 11.38 12.71
C -29.45 12.71 13.31
C -29.87 13.74 12.23
O -31.29 13.60 12.00
C -31.78 14.46 11.01
C -33.33 14.46 11.01
O -34.00 13.16 10.81
C -35.40 13.20 11.05
H -28.06 10.34 13.96
H -29.36 9.46 13.29
H -29.77 10.40 14.58
H -28.43 12.88 13.65
H -30.15 12.75 14.15
H -29.36 13.78 11.27
H -29.68 14.72 12.67
H -31.35 14.18 10.05
H -31.35 15.44 11.25
H -33.55 15.13 10.17
H -33.69 14.86 11.95
H -35.77 13.98 10.39
H -35.59 13.44 12.09
H -35.86 12.27 10.73
C -27.43 20.74 12.80
O -26.56 20.95 11.72
C -26.86 20.37 10.48
C -27.88 21.25 9.64
O -27.25 22.54 9.36
C -27.96 23.32 8.43
C -27.26 24.66 8.07
O -27.69 25.73 8.90
C -28.81 26.44 8.36
H -28.47 20.67 12.49
H -27.19 21.41 13.63
H -27.22 19.74 13.17
H -27.29 19.38 10.64
H -25.89 20.29 10.00
H -28.81 21.43 10.18
H -28.04 20.67 8.73
H -28.98 23.52 8.76
H -28.05 22.55 7.66
H -27.25 24.93 7.01
H -26.20 24.69 8.31
H -29.68 25.85 8.63
H -28.80 26.62 7.28
H -29.00 27.39 8.86
C -30.87 15.83 16.55
O -29.73 14.96 16.54
C -29.13 14.82 17.80
C -27.96 13.81 17.62
O -26.90 14.47 16.92
C -25.69 13.76 16.84
C -24.80 14.47 15.81
O -24.44 15.78 16.14
C -24.08 16.11 17.54
H -31.11 16.00 15.50
H -30.61 16.81 16.93
H -31.65 15.42 17.19
H -29.91 14.45 18.46
H -28.74 15.75 18.19
H -28.30 12.97 17.01
H -27.62 13.40 18.57
H -26.03 12.80 16.44
H -25.30 13.69 17.86
H -25.34 14.60 14.87
H -23.87 13.97 15.54
H -24.88 15.85 18.24
H -23.72 17.12 17.72
H -23.22 15.51 17.85

The HOMO-LUMO gap (spin up / spin down) is 9.58 / 4.58 eV. The spin multiplicity is 2. The molecular weight is 1178.67 g mol⁻¹. For the total energy, the calculation gives -187747.9746 eV.

=====

# 3
This record from the Open Molecules 2025 dataset describes a structure of composition C35H86IN3O17P2S at a distorted geometry. The level of theory is ωB97M-V with the def2-TZVPD basis set.

CARTESIAN COORDINATES (ANGSTROEM)
C 0.75 -0.33 0.69
C 0.44 0.87 -0.23
O -0.43 0.53 -1.36
C -1.57 -0.17 -0.94
C -1.90 -1.44 -1.42
C -0.92 -2.07 -2.45
C -0.41 -3.52 -2.09
O -0.60 -4.38 -2.90
I 0.56 -4.13 -0.25
C -3.14 -2.14 -0.99
P -3.57 -3.82 -1.66
N -4.77 -4.55 -0.96
C -3.97 -1.48 -0.10
C -5.29 -2.08 0.37
P -6.60 -1.85 -0.92
O -6.27 -2.46 -2.23
O -6.87 -0.27 -1.18
O -8.00 -2.47 -0.35
C -3.63 -0.16 0.41
N -4.39 0.56 1.28
S -3.58 1.95 1.49
N -2.29 1.76 0.53
C -2.42 0.54 0.00
H 0.67 -1.28 0.13
H 1.77 -0.26 1.11
H 0.07 -0.34 1.57
H 0.11 1.73 0.36
H 1.41 1.18 -0.67
H -0.04 -1.44 -2.63
H -1.46 -2.13 -3.41
H -2.45 -4.67 -1.56
H -3.88 -3.62 -3.03
H -5.54 -4.73 -1.59
H -5.66 -1.51 1.25
H -5.22 -3.13 0.68
H -6.53 -0.11 -2.07
H -7.94 -3.43 -0.53
C -2.63 -8.43 -0.36
C -1.90 -7.43 0.51
O -0.60 -7.15 -0.02
H -2.07 -9.36 -0.43
H -3.62 -8.65 0.05
H -2.75 -8.05 -1.38
H -1.77 -7.82 1.52
H -2.47 -6.49 0.58
H -0.72 -6.80 -0.91
C 0.32 3.37 4.09
C -0.13 2.06 3.49
O 0.90 1.08 3.57
H 1.21 3.74 3.58
H -0.46 4.13 4.03
H 0.59 3.24 5.15
H -0.38 2.19 2.43
H -1.02 1.68 4.00
H 1.11 0.96 4.50
C 3.20 1.86 -3.40
C 2.60 1.08 -4.52
O 2.08 -0.13 -4.01
H 4.00 1.30 -2.92
H 3.59 2.81 -3.76
H 2.44 2.06 -2.64
H 3.34 0.86 -5.28
H 1.78 1.63 -5.00
H 1.42 0.08 -3.35
C 1.17 2.90 -9.05
C 1.35 2.80 -7.55
O 2.52 2.05 -7.23
H 1.09 1.90 -9.50
H 0.27 3.46 -9.30
H 2.03 3.39 -9.51
H 0.50 2.28 -7.10
H 1.43 3.79 -7.10
H 3.27 2.50 -7.62
C 4.23 6.77 2.87
C 3.79 5.38 2.45
O 2.61 5.46 1.64
H 3.43 7.27 3.42
H 5.12 6.73 3.49
H 4.44 7.39 1.99
H 3.55 4.78 3.32
H 4.57 4.88 1.88
H 2.83 5.99 0.86
C 4.13 -3.00 -6.79
C 3.02 -2.15 -7.39
O 1.81 -2.32 -6.64
H 3.85 -4.05 -6.79
H 5.06 -2.88 -7.36
H 4.32 -2.71 -5.76
H 2.81 -2.46 -8.41
H 3.29 -1.09 -7.39
H 2.00 -2.04 -5.73
C 5.90 2.95 6.71
C 5.79 4.17 5.81
O 4.50 4.24 5.22
H 5.71 2.04 6.14
H 6.90 2.88 7.15
H 5.16 2.99 7.51
H 6.52 4.11 5.00
H 5.98 5.08 6.38
H 3.86 4.30 5.94
C -7.02 -2.50 4.08
C -6.36 -1.50 5.00
O -5.06 -1.20 4.48
H -6.41 -3.40 4.01
H -8.02 -2.79 4.43
H -7.11 -2.07 3.08
H -6.23 -1.90 6.00
H -6.96 -0.59 5.06
H -5.17 -0.85 3.59
C -2.20 5.05 6.31
C -1.51 6.06 7.21
O -0.21 6.35 6.71
H -1.62 4.13 6.26
H -3.20 4.82 6.68
H -2.29 5.44 5.29
H -1.41 5.67 8.22
H -2.08 7.00 7.26
H -0.31 6.71 5.82
C -0.10 -11.88 -2.93
C -1.38 -11.68 -2.13
O -1.99 -10.43 -2.46
H 0.60 -11.07 -2.73
H 0.37 -12.83 -2.67
H -0.32 -11.87 -4.00
H -1.16 -11.66 -1.06
H -2.09 -12.48 -2.33
H -2.19 -10.45 -3.40
C -2.45 9.96 4.50
C -1.21 9.42 5.18
O -0.44 8.63 4.27
H -3.06 9.15 4.12
H -3.04 10.56 5.20
H -2.18 10.59 3.65
H -1.48 8.78 6.02
H -0.58 10.23 5.56
H -0.20 9.21 3.53
C 7.21 -2.58 -3.62
C 7.21 -1.07 -3.62
O 6.16 -0.56 -4.43
H 7.32 -2.96 -4.64
H 8.02 -2.98 -3.00
H 6.26 -2.97 -3.24
H 8.15 -0.69 -4.02
H 7.09 -0.68 -2.60
H 5.33 -0.89 -4.07

The HOMO-LUMO gap is 7.25 eV. The molecular weight is 1042.00 g mol⁻¹. For the total energy, the calculation gives -114478.1837 eV.